Entry 1:
The following is a DFT calculation (ωB97M-V with the def2-TZVPD basis set) of a molecular structure, C44H39N4O3P2SSr.

Computed properties:
E_tot (eV): -88611.42332
Orbital gap (Ha): 0.255
Relative energy (zero: lowest compared OMol25 entry of this formula, charge and spin) (kcal per mole): 9.3
Strongest force on any atom (eV/Å): 0.8

ORCA input file:
```
! wB97M-V def2-TZVPD RIJCOSX def2/J DEFGRID3
* xyz 1 1
Sr -0.83480 0.41816 -0.28311
O -5.47238 -5.28790 0.28915
C -4.73656 -4.75624 1.11742
O -4.26383 -5.12530 2.20553
C -4.19090 -3.34270 0.73950
C -3.89976 -3.04879 -0.58393
C -3.07986 -1.96377 -0.87223
N -2.71664 -1.09429 0.08148
C -3.12710 -1.29097 1.34627
C -3.82541 -2.43410 1.71717
C -2.69860 -0.30442 2.36911
C -3.24383 -0.30470 3.65697
C -2.75465 0.58278 4.59473
C -1.74281 1.46548 4.23647
C -1.28550 1.43032 2.93253
N -1.74361 0.56984 2.02838
C -2.55255 -1.73201 -2.24225
C -2.97988 -2.51294 -3.31807
C -2.45611 -2.28085 -4.57636
C -1.51481 -1.27560 -4.74096
C -1.14711 -0.54554 -3.62478
N -1.64776 -0.75821 -2.41082
H -4.24487 -3.75419 -1.32434
H -4.01889 -2.69809 2.74607
H -4.03672 -0.98836 3.91657
H -3.15661 0.58634 5.59792
H -1.32778 2.16546 4.94622
H -0.50222 2.10205 2.59644
H -3.71250 -3.29035 -3.17504
H -2.78077 -2.87698 -5.41728
H -1.07942 -1.05797 -5.70504
H -0.41057 0.24849 -3.70169
N 2.63903 -0.50087 -0.05204
P 1.54342 -0.95962 1.17774
C 2.69933 -1.63638 2.40637
C 2.69430 -2.96852 2.80484
C 3.59026 -3.41017 3.76691
C 4.49819 -2.53032 4.33334
C 4.51290 -1.20037 3.93465
C 3.61541 -0.75484 2.98192
C 0.62247 -2.41908 0.57889
C 0.76066 -2.92179 -0.71136
C 0.00533 -4.01437 -1.11948
C -0.88648 -4.61111 -0.24281
C -1.04483 -4.10919 1.04497
C -0.30280 -3.01225 1.44321
P 2.08265 0.52236 -1.32265
C 3.39609 0.27159 -2.54136
C 3.14026 -0.61166 -3.58904
C 4.12775 -0.89737 -4.51730
C 5.37077 -0.29133 -4.40750
C 5.62862 0.59424 -3.37005
C 4.64700 0.87484 -2.43519
C 2.37941 2.20628 -0.69960
C 2.57892 2.50443 0.64197
C 2.67943 3.82549 1.05621
C 2.58987 4.85464 0.13237
C 2.38522 4.56333 -1.21015
C 2.26546 3.24854 -1.62050
H 3.34443 -1.17412 -0.33903
H 2.00465 -3.67308 2.36250
H 3.57876 -4.44919 4.06675
H 5.19681 -2.87905 5.08101
H 5.22351 -0.51013 4.36817
H 3.64315 0.28196 2.67281
H 1.46788 -2.47328 -1.40128
H 0.12359 -4.40273 -2.12308
H -1.47563 -5.46313 -0.55497
H -1.76936 -4.56373 1.71061
H -0.43999 -2.60958 2.44285
H 2.16221 -1.07184 -3.67859
H 3.92710 -1.58481 -5.32716
H 6.14175 -0.50770 -5.13387
H 6.59855 1.06529 -3.28897
H 4.84965 1.56270 -1.62416
H 2.66464 1.70573 1.36550
H 2.84614 4.04649 2.10235
H 2.68870 5.88229 0.45359
H 2.32462 5.36240 -1.93686
H 2.10401 3.02790 -2.67025
O -1.33360 2.62596 -0.39235
S -1.29490 4.13105 -0.48109
C -2.71696 4.61904 -1.50025
C -3.32071 5.81256 -0.77699
C -3.41664 5.38582 0.68636
C -2.06365 4.77318 1.05270
H -3.39179 3.75973 -1.48441
H -2.38668 4.80877 -2.51860
H -4.28752 6.07642 -1.20323
H -2.67102 6.68606 -0.87605
H -4.20455 4.63919 0.79761
H -3.65561 6.21956 1.34488
H -2.12676 3.92518 1.73367
H -1.36863 5.50394 1.46342
*
```



Entry 2:
The following is a DFT calculation (ωB97M-V with the def2-TZVPD basis set) of a molecular structure, C19H25N5O4PdS2 in a non-equilibrium geometry.

Computed properties:
E_tot (eV): -60893.31895
<S²>: 0.755
Orbital gap (spin up / spin down) (Ha): 0.297 / 0.236
Relative energy (zero: lowest compared OMol25 entry of this formula, charge and spin) (kcal per mole): 11.1
Strongest force on any atom (eV/Å): 1.7

ORCA input file:
```
! wB97M-V def2-TZVPD RIJCOSX def2/J DEFGRID3
* xyz 1 2
Pd 0.53528 0.67410 1.02420
O 2.25896 0.94217 -0.35430
N 2.98969 -0.15357 -0.57253
C 4.01114 -0.03800 -1.44889
C 4.75663 -1.12742 -1.80363
C 4.44863 -2.36242 -1.23294
C 3.45989 -2.43962 -0.28275
C 2.74342 -1.29801 0.09976
S 1.69729 -1.27983 1.47094
H 4.14448 0.95872 -1.84062
H 5.56654 -1.00686 -2.50712
H 4.98759 -3.25268 -1.52673
H 3.22105 -3.37067 0.21157
N -0.17951 2.98723 -1.24516
C -1.13879 2.79838 -0.32720
N -0.97248 2.10033 0.76790
C -2.14712 2.00928 1.51707
C -2.29343 1.32901 2.71831
C -3.53678 1.33052 3.32571
C -4.61796 2.00006 2.75277
C -4.47570 2.68636 1.55871
C -3.22863 2.68001 0.95293
S -2.74065 3.43551 -0.54536
H 0.77408 2.76071 -0.99902
H -0.33402 3.62424 -2.00602
H -1.45063 0.82217 3.17440
H -3.66950 0.80712 4.26289
H -5.57890 1.99033 3.24832
H -5.31099 3.21216 1.11633
C 0.28290 -3.01395 -2.30388
N -0.26358 -1.74666 -1.84313
C 0.22498 -0.55018 -2.51086
C -1.01104 -1.63087 -0.71572
O -1.08371 -0.56665 -0.06279
N -1.69534 -2.72875 -0.29213
C -2.41923 -3.59220 -1.21756
C -2.25321 -2.67674 1.05189
H 1.36531 -2.91408 -2.40959
H -0.12822 -3.31175 -3.27092
H 0.08229 -3.79614 -1.57816
H 1.20326 -0.76231 -2.94314
H 0.32679 0.27051 -1.80920
H -0.44524 -0.24503 -3.31794
H -2.20816 -3.31825 -2.24680
H -3.49273 -3.47582 -1.05252
H -2.15930 -4.64151 -1.06916
H -1.54052 -2.21829 1.73131
H -2.44877 -3.69654 1.38053
H -3.18539 -2.10583 1.08170
C 2.80504 3.98278 1.41752
O 1.65678 3.16310 1.07130
C 1.40574 2.18618 1.92919
O 1.85523 2.04192 3.01700
H 3.70153 3.37360 1.32674
H 2.70022 4.36139 2.42999
H 2.80481 4.79276 0.69675
*
```



Entry 3:
The following is a DFT calculation (ωB97M-V with the def2-TZVPD basis set) of a molecular structure, CH2O2S2 in a non-equilibrium geometry.

Computed properties:
E_tot (eV): -26829.80368
Orbital gap (spin up / spin down) (Ha): 0.286 / 0.286
Relative energy (zero: lowest compared OMol25 entry of this formula, charge and spin) (kcal per mole): 98.0
Strongest force on any atom (eV/Å): 6.6

ORCA input file:
```
! wB97M-V def2-TZVPD RIJCOSX def2/J DEFGRID3
* xyz 0 1
C 0.49356 0.32009 -1.14593
O 1.61516 0.42838 1.48159
O 0.41164 -0.79988 -0.57378
S -1.17805 -0.64402 1.26056
S 0.41709 0.97868 0.84689
H 0.04206 0.66776 -2.09815
H -1.80146 -0.95102 0.22882
*
```



Entry 4:
The following is a DFT calculation (ωB97M-V with the def2-TZVPD basis set) of a molecular structure, C13H19NS in a non-equilibrium geometry.

Computed properties:
E_tot (eV): -26108.23787
<S²>: 2.012
Orbital gap (spin up / spin down) (Ha): 0.243 / 0.234
Strongest force on any atom (eV/Å): 5.6

ORCA input file:
```
! wB97M-V def2-TZVPD RIJCOSX def2/J DEFGRID3
* xyz 0 3
C 1.59702 1.58742 2.28506
C 2.24786 1.52408 0.99199
C 0.53163 0.73798 2.28070
C 1.48822 0.67415 0.20709
C -0.57559 -1.98312 0.35614
C -0.51941 -0.72997 0.66033
C -2.35887 0.05780 0.36743
C 0.78913 1.13352 -2.18282
C 0.32068 -4.01096 -0.71203
C -3.36091 2.35760 0.12459
C 1.71088 0.25793 -1.21946
C 0.56928 -2.92785 0.34748
C -2.38605 1.52114 0.87881
N 0.45785 0.16959 1.01909
S -3.39491 -0.81815 -0.38192
H 2.02517 2.06679 3.21982
H 3.14225 1.98541 0.72946
H -0.03965 0.42458 3.19109
H -1.57254 -2.39942 -0.03153
H 0.99397 2.15874 -2.15052
H -0.27712 0.79372 -1.92340
H 0.90647 0.76409 -3.25929
H -0.60117 -4.50222 -0.43988
H 0.19358 -3.60028 -1.69960
H 1.14540 -4.78649 -0.83924
H -3.12818 3.32531 0.41077
H -2.90239 2.31943 -0.81309
H -4.43288 2.19146 0.09019
H 2.77160 0.31442 -1.35267
H 1.42434 -0.85150 -1.45969
H 1.43083 -2.44452 -0.04975
H 0.85522 -3.24539 1.36960
H -1.42074 1.91339 0.82626
H -2.65938 1.51157 1.98545
*
```



Entry 5:
The following is a DFT calculation (ωB97M-V with the def2-TZVPD basis set) of a single C5H7NO3S molecule in a non-equilibrium geometry.

Computed properties:
E_tot (eV): -23764.97993
SMILES string: O=C(O)C1=C(O)[C@H](S)CN1
Orbital gap (Ha): 0.318
Relative energy (zero: lowest compared OMol25 entry of this formula, charge and spin) (kcal per mole): 11.3
Strongest force on any atom (eV/Å): 4.9

ORCA input file:
```
! wB97M-V def2-TZVPD RIJCOSX def2/J DEFGRID3
* xyz 0 1
O -2.34295 -1.73668 0.47256
C -1.58793 -1.35481 -0.38425
O -1.62995 -1.95138 -1.58414
C -0.58560 -0.37523 -0.18020
C -0.20483 0.01736 1.04990
O -0.71714 -0.27781 2.21552
C 1.22945 0.89673 0.87361
S 0.85766 2.60807 0.93595
C 1.60983 0.45073 -0.57927
N 0.29731 -0.03202 -1.14854
H -0.91657 -1.79863 -2.20715
H -1.58828 -0.84769 1.96837
H 1.85074 0.47614 1.75526
H -0.47871 2.41038 0.69575
H 1.86310 1.42514 -1.06493
H 2.34610 -0.31252 -0.82272
H -0.00223 0.40222 -1.99573
*
```



Entry 6:
The following is a DFT calculation (ωB97M-V with the def2-TZVPD basis set) of a molecular structure, C3H3N2S in a non-equilibrium geometry.

Computed properties:
E_tot (eV): -16961.48454
Orbital gap (spin up / spin down) (Ha): 0.245 / 0.245
Relative energy (zero: lowest compared OMol25 entry of this formula, charge and spin) (kcal per mole): 107.6
Strongest force on any atom (eV/Å): 7.2

ORCA input file:
```
! wB97M-V def2-TZVPD RIJCOSX def2/J DEFGRID3
* xyz 1 1
C 0.15067 1.80353 0.06510
C 1.51580 0.30283 -0.20391
C 0.24706 -0.30872 -0.32296
N 1.34086 1.67809 -0.09816
N -0.70450 0.78018 0.04534
S -2.32588 0.39396 -0.15542
H 2.41429 -0.11093 -0.29990
H -0.14467 -1.18881 -0.57921
H -2.59567 0.31004 1.07817
*
```



Entry 7:
The following is a DFT calculation (ωB97M-V with the def2-TZVPD basis set) of a gas-phase ion, C2H3NO3 (charge +1) in a non-equilibrium geometry.

Computed properties:
E_tot (eV): -9744.01595
<S²>: 0.758
Orbital gap (spin up / spin down) (Ha): 0.386 / 0.212
Relative energy (zero: lowest compared OMol25 entry of this formula, charge and spin) (kcal per mole): 20.7
Strongest force on any atom (eV/Å): 6.5

ORCA input file:
```
! wB97M-V def2-TZVPD RIJCOSX def2/J DEFGRID3
* xyz 1 2
O -0.78106 1.27018 -0.94629
C 0.02123 0.43715 -1.32535
N 0.55907 -0.46130 -0.35332
C 0.07663 -0.54046 0.97306
O -0.37558 0.62275 1.61410
O 0.30828 -1.45216 1.64170
H 0.34278 0.31045 -2.29671
H 1.15839 -1.22199 -0.69666
H -1.30974 1.03538 1.38948
*
```



Q: Which formula does entry 5 have?
A: C5H7NO3S



Q: The lowest strongest force on any atom belongs to which entry?
A: C44H39N4O3P2SSr



Q: Among the records above, which one has the lowest E_tot?
A: C44H39N4O3P2SSr



Q: E_tot of number 4 (C13H19NS)?
A: -26108.23787 eV